Entry from OMol25: an isolated ion of composition H6NO2SSi2 and charge -1 (the ωB97M-V functional and the def2-TZVPD basis).

Last column: Löwdin charge in e.
Atoms and positions in Å:
N (-0.79945, -0.07820, -1.75192)  -0.540
O (-0.10669, -2.02393, -0.32334)  -0.553
O (1.28036, 0.10475, -0.04654)  -0.647
Si (2.15297, 0.08405, 1.30238)  0.424
Si (-2.22624, 0.44332, -0.95972)  0.360
S (0.37948, -0.93634, -1.14344)  0.595
H (2.01087, 1.52228, 1.56587)  -0.063
H (1.80934, -0.76852, 2.38997)  -0.099
H (3.40211, -0.41241, 1.02124)  -0.115
H (-3.31633, 0.84252, -1.78695)  -0.134
H (-1.89144, 1.68270, -0.32749)  -0.120
H (-2.69497, -0.46021, 0.05993)  -0.108

Its net charge is -1. For the lowest unoccupied orbital energy, the calculation gives 3.59 eV. The HOMO-LUMO gap comes out at 7.844 eV.

Entry from OMol25: H6NO3SSi2 as an isolated structure (the ωB97M-V functional and the def2-TZVPD basis).

Last column: Löwdin charge in e.
Atoms and positions in Å:
N (0.14850, 0.50318, -0.62739)  -0.482
O (-2.31117, 0.80567, -1.19373)  -0.361
O (-1.68207, 1.36886, 1.07183)  -0.362
O (-1.44226, -1.03633, 0.39750)  -0.473
Si (1.33319, 1.45954, 0.16391)  0.371
Si (-0.21074, -1.90697, -0.18873)  0.370
S (-1.36130, 0.58957, -0.09848)  0.403
H (1.66925, 1.39704, 1.70984)  -0.083
H (1.03905, 3.02278, 0.04201)  -0.077
H (2.43968, 0.89704, -0.67127)  -0.088
H (-0.00860, -2.04325, -1.58465)  -0.074
H (-0.59591, -3.26811, 0.20845)  -0.097
H (0.98238, -1.78901, 0.77072)  -0.048

Its net charge is -1. For the lowest unoccupied orbital energy, the calculation gives 3.75 eV. The HOMO-LUMO gap comes out at 9.251 eV.

Entry from OMol25: H6NP5 as an isolated structure (the ωB97M-V functional and the def2-TZVPD basis).

Last column: Löwdin charge in e.
Atoms and positions in Å:
N (0.90532, -0.40930, -0.27043)  -0.624
P (1.05637, 1.47085, 1.11134)  0.374
P (3.14680, 1.39252, 0.73049)  0.299
P (-1.92397, 0.46923, 0.41600)  0.413
P (-0.88973, -2.03834, -2.03845)  0.496
P (-0.44607, -1.07086, -0.11131)  0.059
H (3.55455, 2.74344, 0.38919)  -0.163
H (3.54044, 1.55771, 2.13538)  -0.157
H (-3.00625, -0.33089, 0.20701)  -0.211
H (-2.22628, -0.05320, 1.76247)  -0.123
H (-1.63401, -1.03144, -2.63794)  -0.186
H (-2.07718, -2.69971, -1.69374)  -0.177

For the lowest unoccupied orbital energy (spin up / spin down), the calculation gives -0.89 / -1.89 eV. The HOMO-LUMO gap (spin up / spin down) comes out at 7.868 / 5.458 eV.

Entry from OMol25: a 2-piece molecular cluster, H6NPSi overall (the ωB97M-V functional and the def2-TZVPD basis).

Last column: Löwdin charge in e.
Atoms and positions in Å:
N (-0.62365, -1.08205, -1.36895)  -0.319
Si (0.15153, 0.97711, 1.03393)  0.304
P (-0.12882, 0.56248, -1.17137)  0.458
H (-0.01414, -1.63058, -0.77956)  -0.015
H (-1.58021, -1.10367, -1.30549)  -0.037
H (1.08847, -1.37324, 1.86781)  -0.051
H (1.11782, 2.15760, 1.41338)  -0.136
H (-1.25108, 1.34019, 1.75874)  -0.120
H (1.24008, 0.15215, -1.44848)  -0.084

For the lowest unoccupied orbital energy (spin up / spin down), the calculation gives -1.01 / -0.86 eV. The HOMO-LUMO gap (spin up / spin down) comes out at 7.920 / 7.409 eV.

Entry from OMol25: a 2-piece molecular cluster, H6NS2 overall (the ωB97M-V functional and the def2-TZVPD basis).

Last column: Löwdin charge in e.
Atoms and positions in Å:
N (0.63692, 1.25690, -1.23706)  0.336
H (1.15127, 1.40979, -0.36882)  0.159
H (1.03360, 1.69379, -2.06643)  0.161
H (0.60689, 0.27665, -1.47080)  0.112
H (-0.31931, 1.60830, -1.13574)  0.165
S (-0.34635, -0.68403, 2.22338)  0.235
S (-0.69662, -1.74491, 0.49114)  0.198
H (-1.56909, -0.78299, 2.76704)  -0.185
H (-0.49731, -3.03351, 0.79728)  -0.181

Its net charge is +1. For the lowest unoccupied orbital energy, the calculation gives -4.31 eV. The HOMO-LUMO gap comes out at 8.899 eV.

Entry from OMol25: a 2-piece molecular cluster, H6NS2 overall (the ωB97M-V functional and the def2-TZVPD basis).

Last column: Löwdin charge in e.
Atoms and positions in Å:
N (-0.04956, 1.18776, 1.34869)  0.345
H (-0.44187, 1.88943, 0.73822)  0.167
H (0.83709, 0.98681, 0.93581)  0.082
H (-0.54082, 0.34900, 1.16510)  0.104
H (0.15742, 1.26625, 2.31176)  0.150
S (1.04049, -0.96832, -1.06145)  0.263
S (-0.84060, -2.08265, -1.14768)  0.291
H (0.39396, -0.13635, -1.93134)  -0.186
H (-0.55611, -2.49193, -2.35911)  -0.215

Its net charge is +1. For the lowest unoccupied orbital energy, the calculation gives -4.24 eV. The HOMO-LUMO gap comes out at 9.049 eV.

Entry from OMol25: a 3-piece molecular cluster, H6O2S2 overall (the ωB97M-V functional and the def2-TZVPD basis).

Last column: Löwdin charge in e.
Atoms and positions in Å:
S (1.00792, 0.01180, 0.65795)  0.230
S (-0.34604, 0.10066, 2.07204)  0.236
H (0.88989, -1.13869, -0.02247)  -0.189
H (-1.46763, 0.58117, 1.48575)  -0.208
H (1.24543, -1.23079, -3.03873)  0.036
H (0.06043, -0.43535, -3.77786)  0.034
O (0.30457, -1.15237, -3.19313)  -0.052
H (-1.19418, 0.59673, -1.88754)  0.022
H (-2.01639, 0.81786, -0.58364)  0.024
O (-1.18634, 1.03276, -1.02603)  -0.134

For the lowest unoccupied orbital energy, the calculation gives 0.36 eV. Its SMILES is SS.O.O. The HOMO-LUMO gap comes out at 9.362 eV.

Entry from OMol25: a 3-piece molecular cluster, H6O3 overall (the ωB97M-V functional and the def2-TZVPD basis).

Last column: Löwdin charge in e.
Atoms and positions in Å:
O (-0.38617, -2.76828, 0.72193)  -0.091
H (0.34673, -2.82740, 0.09148)  -0.030
H (-0.79717, -3.65331, 0.61633)  0.044
O (-1.24947, 5.80080, 1.11573)  -0.045
H (-0.68331, 6.47548, 1.48878)  0.030
H (-2.05232, 6.17385, 0.78947)  0.016
O (1.39439, -3.18502, -1.35739)  -0.053
H (2.21191, -3.63388, -1.58406)  0.056
H (1.21540, -2.38224, -1.88227)  0.074

For the lowest unoccupied orbital energy, the calculation gives 0.66 eV. Its SMILES is O.O.O. The HOMO-LUMO gap comes out at 11.369 eV.

Entry from OMol25: a 3-piece molecular cluster, H6O3 overall (the ωB97M-V functional and the def2-TZVPD basis).

Last column: Löwdin charge in e.
Atoms and positions in Å:
H (0.56972, -0.26821, 0.96252)  -0.014
H (0.62726, -1.67141, 0.32351)  0.064
H (3.24449, 1.06878, -2.68262)  0.028
H (3.29325, 1.71154, -1.44523)  -0.032
H (-3.14173, -0.13245, 1.88278)  0.071
H (-4.04564, 0.00548, 0.68901)  0.018
O (0.42286, -1.15825, 1.14568)  -0.051
O (2.67518, 1.39362, -2.00368)  0.005
O (-3.16646, -0.32458, 0.89176)  -0.090

For the lowest unoccupied orbital energy, the calculation gives 0.86 eV. Its SMILES is O.O.O. The HOMO-LUMO gap comes out at 12.036 eV.

Entry from OMol25: a 3-piece molecular cluster, H6O3 overall (the ωB97M-V functional and the def2-TZVPD basis).

Last column: Löwdin charge in e.
Atoms and positions in Å:
O (0.51181, 2.47415, 0.98151)  -0.066
H (0.56405, 1.63317, 0.50545)  -0.014
H (0.01227, 2.28112, 1.77878)  0.027
O (-1.30435, -1.38727, -0.46641)  -0.039
H (-1.42514, -2.22842, -0.01534)  0.060
H (-1.46445, -1.56872, -1.39793)  0.061
O (1.18432, -0.07362, -0.31092)  -0.069
H (0.26462, -0.39235, -0.25831)  -0.002
H (1.65688, -0.73805, -0.81682)  0.042

For the lowest unoccupied orbital energy, the calculation gives 0.33 eV. Its SMILES is O.O.O. The HOMO-LUMO gap comes out at 10.998 eV.

Entry from OMol25: a 3-piece molecular cluster, H6O3 overall (the ωB97M-V functional and the def2-TZVPD basis).

Last column: Löwdin charge in e.
Atoms and positions in Å:
O (2.33138, 0.42425, -0.32118)  -0.060
H (2.00382, 1.21885, -0.74687)  0.030
H (3.27693, 0.33533, -0.45381)  0.029
O (-2.13190, 2.52982, -4.02766)  -0.068
H (-2.40409, 3.08884, -4.76577)  0.031
H (-2.99462, 2.37818, -3.61126)  0.037
O (-0.08316, -3.10328, 4.52781)  -0.062
H (0.27209, -2.78808, 3.69029)  0.033
H (-1.04241, -3.06602, 4.50676)  0.029

For the lowest unoccupied orbital energy, the calculation gives 0.93 eV. Its SMILES is O.O.O. The HOMO-LUMO gap comes out at 12.377 eV.

Entry from OMol25: a 3-piece molecular cluster, H6O3 overall (the ωB97M-V functional and the def2-TZVPD basis).

Last column: Löwdin charge in e.
Atoms and positions in Å:
O (2.44596, 17.41231, 18.27843)  -0.059
H (1.91460, 16.70972, 18.66517)  0.028
H (1.81788, 17.91434, 17.74404)  0.021
O (5.75501, 16.43371, 18.30014)  -0.067
H (4.80157, 16.28272, 18.26532)  0.011
H (5.93094, 17.01070, 17.54976)  0.031
O (-0.40176, 17.04744, 17.10351)  -0.053
H (-0.58328, 16.14594, 17.39348)  0.043
H (-1.25041, 17.37982, 16.78919)  0.044

For the lowest unoccupied orbital energy, the calculation gives 0.42 eV. Its SMILES is O.O.O. The HOMO-LUMO gap comes out at 11.414 eV.

The records above yield energy relative to the best compared isomer or geometry (same formula, charge and spin) values of 8.5 0.3 68.5 94.4 5.8 17.7 14.5 13.9 22.5 8.0 15.9 10.3 kcal/mol, respectively.